The following is a DFT calculation (ωB97M-V/def2-TZVPD) of a molecular structure, C28H50ClF3LiMgN2O13S.

Summary:
- spin multiplicity = 2
- E_HOMO (alpha / beta) (Ha) = -0.2749 / -0.2749
- gap between HOMO and LUMO (alpha / beta) (hartree) = 0.131 / 0.131

XYZ file:
```
100
Properties=species:S:1:pos:R:3:forces:R:3
C 3.397 6.325 1.931 -0.4143 -0.5096 0.1421
C 3.362 4.941 2.467 2.2473 -1.0622 1.3542
O 4.256 4.399 3.083 -2.1158 0.8308 -1.1336
O 2.129 4.265 2.239 0.2158 0.0264 -0.0587
C 2.119 3.580 1.073 1.1210 0.0930 -0.8918
O 3.086 3.560 0.332 -0.7742 0.1752 0.7155
C 0.828 2.902 0.760 -0.1930 0.4360 0.4160
C 0.791 1.411 1.132 0.4396 -0.4117 -0.1152
C 0.767 1.270 2.666 -0.5547 0.5166 0.3269
C -0.591 1.097 3.347 0.6959 0.4706 -0.3428
C -1.614 2.208 3.100 -1.1784 -1.3210 1.0312
C -1.491 3.317 4.124 0.1012 0.4938 -0.7465
C -3.042 1.598 3.260 0.3429 -0.0921 -0.9534
C -3.918 1.911 2.051 -1.1892 0.3586 0.6879
C -4.164 3.390 1.947 -0.2448 -0.5607 -0.4850
C -4.231 4.002 0.769 0.1282 0.4464 -0.0175
C -3.744 5.405 0.565 -0.8883 0.1493 0.2115
C -4.817 3.339 -0.441 0.8656 -0.1545 -0.1696
C -0.397 0.779 0.386 0.8600 0.0332 -0.5039
C -0.196 -0.660 -0.083 -1.0634 -1.1233 -0.2823
C -0.151 -1.688 1.050 -0.2040 0.1006 -0.5030
C -1.459 -1.016 -0.910 0.9267 0.3014 0.1251
N 1.014 -0.808 -1.010 -1.5096 1.6246 -0.1512
O 0.777 -1.035 -2.286 -0.5131 -1.3370 -0.0421
C 2.042 0.226 -0.817 2.0806 -0.1366 0.0112
C 1.968 1.337 -1.854 -0.6581 -0.6416 -0.5042
C 3.409 -0.438 -1.054 -0.0924 0.5366 -0.0440
C 2.060 0.676 0.625 -1.3913 -0.3434 0.3746
H 3.100 6.291 0.896 -0.0562 0.1568 -0.4159
H 4.386 6.716 2.055 0.4310 0.2414 0.0006
H 2.679 6.916 2.481 -0.2405 0.3003 0.1181
H 0.046 3.448 1.268 -0.3201 0.0203 0.2883
H 0.661 3.064 -0.290 0.0815 -0.1143 -0.5298
H 1.409 0.476 3.009 0.2497 -0.4631 -0.0729
H 1.203 2.169 3.081 0.2805 0.2923 0.1408
H -0.975 0.114 3.123 -0.3141 -0.2341 -0.2145
H -0.394 1.094 4.409 0.0475 -0.1853 0.4394
H -1.592 2.575 2.087 0.3035 0.3705 -0.3089
H -1.508 2.921 5.125 0.1549 -0.2254 0.4252
H -0.617 3.938 3.973 0.4113 0.0950 0.1249
H -2.353 3.956 4.025 -0.2683 0.4420 0.0334
H -2.996 0.518 3.308 0.1590 -0.3651 0.2710
H -3.521 1.940 4.165 -0.1781 0.1447 0.3126
H -3.432 1.602 1.136 0.2068 -0.3099 -0.3066
H -4.837 1.334 2.141 -0.2954 -0.1770 -0.0186
H -4.318 3.952 2.849 0.9422 0.3839 0.4794
H -3.651 5.618 -0.489 0.0903 0.0977 -0.3991
H -2.784 5.545 1.032 0.3034 0.1658 0.2495
H -4.461 6.118 0.949 -0.0874 0.4176 0.1772
H -5.641 2.708 -0.156 -0.2322 -0.4248 -0.0169
H -5.180 4.149 -1.061 -0.0575 0.1537 -0.2426
H -4.076 2.794 -1.025 0.0743 -0.2894 -0.1936
H -1.341 0.802 0.907 -0.1795 0.0088 0.4231
H -0.541 1.367 -0.510 -0.2054 0.2502 -0.3310
H -0.469 -2.632 0.636 0.0829 -0.4261 0.0334
H 0.845 -1.871 1.408 0.1860 0.0917 0.3993
H -0.859 -1.447 1.826 -0.1469 0.4114 0.3328
H -1.659 -0.279 -1.677 0.0729 0.0236 -0.5120
H -2.324 -1.021 -0.270 -0.2629 -0.3066 0.3562
H -1.321 -2.046 -1.266 -0.9319 0.2896 0.7760
H 2.290 0.917 -2.790 0.0904 -0.0011 -0.4884
H 0.970 1.719 -2.024 -0.2543 0.2680 0.1048
H 2.655 2.123 -1.612 0.2043 0.3809 0.3831
H 4.147 0.354 -0.990 0.2281 0.1360 -0.0249
H 3.627 -1.165 -0.300 0.0480 -0.6543 0.3020
H 3.462 -0.857 -2.045 0.0095 -0.3497 -0.2676
H 2.964 1.208 0.860 0.3432 0.2805 -0.1361
H 2.087 -0.232 1.205 0.2982 -0.4026 0.2589
O -1.502 -4.175 -1.757 0.6244 1.2889 -1.8562
C -0.718 -5.136 -2.029 0.2617 -0.1557 -0.2259
O -0.004 -5.539 -1.092 -0.8167 -0.8686 1.2376
C 0.943 -6.641 -1.095 1.0268 -0.5685 -0.2875
C 2.194 -6.135 -1.742 0.6047 0.4601 -0.0569
C -0.550 -5.642 -3.442 -0.6839 -0.0678 0.0281
H 0.552 -7.547 -1.563 -0.3956 0.2715 -0.1959
H 1.096 -6.877 -0.047 -0.0595 0.2787 0.0892
H 2.039 -5.876 -2.796 0.0055 -0.3313 -0.0348
H 2.971 -6.900 -1.694 0.0619 0.0646 -0.1285
H 2.488 -5.193 -1.231 0.1052 -1.0223 -0.3425
H 0.133 -4.977 -3.991 0.0761 -0.1561 0.0146
H -1.525 -5.642 -3.931 0.0227 0.1430 -0.0180
H -0.157 -6.654 -3.498 0.2939 0.0860 0.0687
Mg -0.470 -2.600 -2.767 0.9398 -0.0114 1.6311
O 3.083 3.114 -4.191 0.0073 0.0624 -0.0169
H 2.921 3.780 -3.516 -0.0187 0.0292 0.0365
H 3.972 3.309 -4.502 0.0346 -0.0410 -0.0647
Cl 1.868 -3.657 0.125 0.0476 0.8419 -0.3391
N -7.232 5.268 -1.219 0.2806 -0.5287 0.5250
O -7.937 4.235 -1.098 0.0857 -0.1660 -0.2631
O -6.759 5.465 -2.397 0.2738 1.5186 0.0802
O -6.903 5.950 -0.277 -0.3337 0.2486 -0.3662
Li -6.672 3.831 -2.801 -0.4841 -1.0023 0.0305
C 5.107 -10.124 -1.409 -0.0218 0.0038 -0.0233
F 6.431 -9.959 -1.344 0.1950 0.0646 -0.0141
F 4.854 -11.416 -1.175 -0.0799 -0.1712 0.0117
F 4.567 -9.424 -0.396 -0.1059 0.1229 0.1128
S 4.435 -9.585 -3.033 -0.4284 0.1715 -0.6963
O 5.109 -10.438 -3.978 0.2065 -0.1586 0.0621
O 4.789 -8.181 -3.102 0.0754 0.1644 0.2744
O 3.008 -9.825 -2.910 -0.1103 0.0357 0.3259
```
Forces are in eV/Å.